52
Properties=species:S:1:pos:R:3:lowdin_charge:R:1 method="wB97M-V/def2-TZVPD" e_tot_ha=-1507.223928 charge=+2 homo_ev="-13.52 / -15.28" e_above_lowest_kcal_mol=33.8 multiplicity=3 fmax_ha_per_bohr=0.0762 orbital_gap_ha="0.1739 / 0.2385"
P -2.202 2.208 -1.530 0.597
P -0.258 -0.048 -1.731 0.685
C -2.411 1.283 -3.117 -0.347
C -1.653 -0.045 -3.024 -0.341
H -2.076 1.927 -3.948 0.092
H -3.500 1.134 -3.248 0.095
H -2.370 -0.808 -2.693 0.087
H -1.282 -0.420 -4.000 0.105
C 1.377 -0.073 -2.578 -0.227
H 2.060 -0.870 -2.223 0.056
H 1.874 0.888 -2.420 0.004
H 1.247 -0.238 -3.656 0.066
C -0.282 -1.828 -1.375 -0.240
H -0.317 -2.358 -2.348 0.090
H -1.136 -2.127 -0.753 0.062
H 0.603 -2.143 -0.801 -0.001
C -1.442 3.734 -2.090 -0.214
H -0.421 3.887 -1.670 0.023
H -2.101 4.534 -1.722 0.083
H -1.396 3.689 -3.188 0.075
C -3.905 2.384 -1.061 -0.214
H -4.268 1.431 -0.665 0.075
H -4.470 2.660 -1.956 0.073
H -3.962 3.157 -0.283 0.070
W -0.237 1.861 -0.564 0.932
C 1.339 -1.521 4.060 -0.091
C 2.608 -1.505 3.636 -0.096
C 3.276 -1.776 2.335 -0.133
C 2.332 -1.647 1.105 -0.138
C 1.443 -2.757 1.017 0.159
C 0.426 -3.439 1.469 0.002
C 0.102 -3.500 2.956 -0.114
C 0.053 -2.074 3.532 -0.181
C -0.190 1.556 1.461 -0.318
H 1.181 -1.013 5.028 0.126
H 3.316 -1.158 4.398 0.125
H 3.796 -2.747 2.334 0.141
H 4.100 -1.052 2.197 0.142
H 1.745 -0.707 1.169 0.117
H 2.963 -1.625 0.199 0.158
H -1.642 2.328 0.289 0.010
H -0.201 -4.059 0.799 0.166
H 0.819 -4.139 3.493 0.148
H -0.886 -3.977 3.068 0.136
H -0.405 -1.387 2.789 0.118
H -0.632 -2.107 4.395 0.130
H 0.494 0.810 1.873 -0.020
H -1.166 1.470 1.958 0.011
H 0.255 2.562 1.673 0.043
O 3.483 3.637 -2.001 0.173
C 2.480 3.225 -1.513 -0.391
N 1.439 2.783 -1.072 -0.110


59
Properties=species:S:1:pos:R:3:lowdin_charge:R:1 method="wB97M-V/def2-TZVPD" e_tot_ha=-1392.366945 smiles="COc1ccc(CN2CCNC(=O)[C@@H]2CC(=O)N(C)Cc2nccn2C)cc1OC" charge=0 homo_ev=-8.16 e_above_lowest_kcal_mol=49.0 fmax_ha_per_bohr=0.0119 orbital_gap_ha=0.3219
C -4.666 -3.729 -0.884 -0.084
O -4.960 -2.560 -0.162 -0.065
C -4.235 -1.438 -0.427 -0.199
C -3.202 -1.349 -1.342 0.000
C -2.524 -0.153 -1.535 -0.042
C -2.857 0.973 -0.806 -0.218
C -2.096 2.270 -0.959 -0.126
N -0.771 2.329 -0.362 -0.125
C -0.701 2.200 1.075 -0.140
C -0.865 0.758 1.567 -0.131
N -0.105 -0.137 0.724 0.120
C 0.438 0.136 -0.469 -0.477
O 1.070 -0.706 -1.090 0.035
C 0.262 1.551 -1.010 -0.199
C 1.625 2.299 -0.929 -0.006
C 2.607 1.696 0.066 -0.464
O 2.421 1.794 1.272 0.030
N 3.710 1.106 -0.434 -0.077
C 3.918 0.794 -1.831 -0.029
C 4.797 0.756 0.470 -0.065
C 5.182 -0.679 0.403 -0.334
N 6.341 -1.109 -0.040 0.095
C 6.304 -2.460 0.069 -0.153
C 5.100 -2.850 0.579 -0.074
N 4.388 -1.707 0.796 -0.075
C 3.032 -1.628 1.258 -0.008
C -3.909 0.892 0.109 0.005
C -4.602 -0.288 0.307 -0.194
O -5.638 -0.452 1.178 -0.063
C -6.074 0.661 1.915 -0.083
H -4.816 -3.587 -1.960 0.097
H -5.363 -4.482 -0.521 0.094
H -3.641 -4.069 -0.704 0.096
H -2.909 -2.209 -1.923 0.107
H -1.732 -0.120 -2.266 0.114
H -2.673 3.083 -0.508 0.122
H -1.973 2.498 -2.022 0.129
H 0.287 2.551 1.384 0.106
H -1.461 2.837 1.530 0.128
H -1.918 0.451 1.555 0.101
H -0.490 0.679 2.592 0.126
H 0.009 -1.086 1.054 0.152
H 0.005 1.456 -2.069 0.151
H 1.410 3.311 -0.581 0.135
H 2.068 2.362 -1.918 0.102
H 3.046 0.278 -2.234 0.087
H 4.775 0.127 -1.900 0.090
H 4.133 1.689 -2.420 0.093
H 5.684 1.342 0.206 0.137
H 4.472 1.029 1.479 0.125
H 7.142 -3.060 -0.225 0.089
H 4.700 -3.818 0.803 0.108
H 2.347 -1.663 0.405 0.073
H 2.874 -0.691 1.792 0.088
H 2.825 -2.466 1.924 0.096
H -4.177 1.777 0.665 0.111
H -5.290 1.039 2.580 0.095
H -6.417 1.470 1.262 0.097
H -6.910 0.305 2.515 0.095


17
Properties=species:S:1:pos:R:3:lowdin_charge:R:1 method="wB97M-V/def2-TZVPD" e_tot_ha=-325.995082 charge=0 homo_ev=-9.16 e_above_lowest_kcal_mol=85.6 fmax_ha_per_bohr=0.0731 orbital_gap_ha=0.3097
C 0.603 -1.292 1.212 -0.043
C 0.637 -1.207 -0.416 -0.246
C 0.051 -0.262 -2.047 -0.018
N 0.176 0.187 -0.826 -0.103
H 0.809 -2.309 1.533 0.065
H 1.336 -0.569 1.549 0.056
H -0.438 -1.087 1.493 0.063
H 0.023 -2.066 -0.685 0.110
H 1.677 -1.313 -0.731 0.106
H -0.758 -0.923 -2.416 0.099
H 0.717 -0.060 -2.908 0.102
H -1.550 0.109 0.109 -0.025
H -2.228 1.319 0.647 0.034
O -2.331 0.363 0.633 -0.077
H 0.690 1.304 0.307 -0.036
H 1.149 2.767 0.756 0.018
O 1.044 1.861 1.048 -0.107


18
Properties=species:S:1:pos:R:3:lowdin_charge:R:1 method="wB97M-V/def2-TZVPD" e_tot_ha=-803.553590 charge=0 homo_ev=-9.26 e_above_lowest_kcal_mol=83.8 fmax_ha_per_bohr=0.0630 orbital_gap_ha=0.3104
C -1.760 -0.051 -0.504 -0.374
C -1.343 -1.264 0.247 -0.195
C -1.932 0.295 1.710 -0.232
C -1.607 0.100 -1.967 -0.010
C 3.779 0.555 0.130 -0.272
C 2.426 0.364 -0.469 -0.407
N -2.144 0.842 0.324 0.099
N -1.509 -1.064 1.507 0.019
Cl 1.481 -0.727 0.545 0.617
H -1.268 0.996 2.225 0.117
H -2.967 0.265 2.162 0.134
H -2.396 0.419 -2.563 0.063
H -1.507 -0.935 -2.200 0.067
H -0.724 0.644 -2.087 0.068
H 4.517 0.708 -0.664 0.063
H 4.094 -0.270 0.764 0.042
H 3.965 1.346 0.928 0.112
H -1.107 -2.224 -0.090 0.086


87
Properties=species:S:1:pos:R:3:lowdin_charge:R:1 method="wB97M-V/def2-TZVPD" e_tot_ha=-3725.326204 charge=+2 homo_ev="-13.68 / -13.63" e_above_lowest_kcal_mol=14.3 multiplicity=4 fmax_ha_per_bohr=0.0246 orbital_gap_ha="0.3295 / 0.3279"
Co -0.403 0.284 0.111 0.651
O -3.624 3.097 5.522 -0.042
C -2.900 3.949 4.675 -0.206
C -2.138 3.140 3.670 -0.151
C -1.466 3.736 2.606 0.014
C -0.833 2.928 1.683 -0.110
N -0.843 1.603 1.748 0.041
C -1.448 1.013 2.788 -0.169
C -2.099 1.756 3.766 0.075
C -1.373 -0.454 2.811 -0.176
C -2.062 -1.218 3.745 0.072
C -1.963 -2.602 3.718 -0.149
C -2.741 -3.431 4.711 -0.203
O -3.723 -2.686 5.377 -0.037
C -1.158 -3.172 2.733 0.014
C -0.509 -2.338 1.839 -0.117
N -0.606 -1.016 1.866 0.056
H -4.195 3.621 6.094 0.109
H -2.180 4.557 5.245 0.143
H -3.565 4.636 4.134 0.141
H -1.437 4.806 2.489 0.125
H -0.300 3.356 0.845 0.102
H -2.589 1.288 4.602 0.116
H -2.715 -0.751 4.465 0.118
H -2.044 -3.909 5.410 0.142
H -3.250 -4.231 4.161 0.138
H -3.451 -2.464 6.271 0.106
H -1.053 -4.243 2.653 0.124
H 0.114 -2.747 1.055 0.115
N 1.778 0.588 0.678 0.029
C 2.535 -0.655 0.472 -0.272
C 4.043 -0.346 0.508 -0.138
C 5.057 -1.484 0.340 -0.158
C 4.785 -2.763 1.143 -0.155
N 3.952 -3.628 0.334 0.074
C 4.077 -4.912 0.088 -0.438
N 3.444 -5.396 -0.986 0.209
N 4.745 -5.737 0.902 0.213
C 1.914 -1.340 -0.793 -0.578
O 2.500 -2.285 -1.338 0.012
O 0.777 -0.943 -1.114 -0.059
H 2.100 1.272 -0.006 0.108
H 1.966 0.964 1.602 0.107
H 2.282 -1.331 1.298 0.138
H 4.223 0.129 1.478 0.122
H 4.266 0.393 -0.265 0.127
H 6.028 -1.089 0.636 0.120
H 5.133 -1.755 -0.713 0.122
H 4.282 -2.541 2.090 0.127
H 5.733 -3.258 1.365 0.122
H 3.391 -3.084 -0.372 0.069
H 3.020 -4.744 -1.628 0.119
H 3.449 -6.375 -1.215 0.128
H 5.161 -5.389 1.746 0.118
H 4.860 -6.715 0.696 0.129
N -0.747 1.808 -1.215 0.180
C -1.285 2.628 -1.836 -0.193
N -1.893 3.535 -2.516 -0.077
C -2.919 3.212 -3.502 -0.082
C -2.465 3.720 -4.878 -0.175
O -2.188 5.095 -4.834 -0.109
C -1.155 5.383 -3.928 -0.176
C -1.529 4.948 -2.500 -0.087
H -3.844 3.723 -3.213 0.144
H -3.084 2.137 -3.522 0.111
H -3.263 3.592 -5.610 0.139
H -1.573 3.159 -5.200 0.136
H -1.003 6.462 -3.973 0.139
H -0.228 4.870 -4.229 0.135
H -2.399 5.521 -2.162 0.139
H -0.697 5.121 -1.817 0.134
C -2.112 -3.529 -3.278 -0.126
C -1.537 -2.435 -2.399 -0.371
S -2.626 -2.058 -0.962 0.998
O -2.152 -0.732 -0.434 -0.596
C -4.171 -1.602 -1.866 -0.343
C -3.967 -0.309 -2.622 -0.142
H -1.318 -4.057 -3.794 0.082
H -2.778 -3.128 -4.038 0.077
H -2.669 -4.250 -2.686 0.077
H -1.360 -1.505 -2.934 0.091
H -0.586 -2.734 -1.960 0.067
H -4.925 -1.487 -1.090 0.092
H -4.444 -2.434 -2.508 0.084
H -3.419 0.380 -1.979 0.047
H -4.923 0.137 -2.886 0.090
H -3.395 -0.473 -3.534 0.078


15
Properties=species:S:1:pos:R:3:lowdin_charge:R:1 method="wB97M-V/def2-TZVPD" e_tot_ha=-379.101445 smiles=N[C@@]1(O)NCCO1 charge=0 homo_ev=-9.39 e_above_lowest_kcal_mol=24.8 fmax_ha_per_bohr=0.0054 orbital_gap_ha=0.3776
N -1.090 0.900 1.488 0.129
C -0.449 -0.162 0.779 -0.683
O -0.743 -1.310 1.500 0.052
N -0.924 -0.181 -0.590 0.046
C 0.216 -0.343 -1.474 -0.180
C 1.366 0.217 -0.644 -0.188
O 0.995 -0.127 0.678 -0.055
H -1.076 0.754 2.490 0.093
H -0.741 1.821 1.252 0.091
H -0.286 -2.023 1.035 0.110
H -1.497 0.630 -0.778 0.114
H 0.065 0.159 -2.433 0.119
H 0.380 -1.412 -1.670 0.113
H 1.448 1.310 -0.743 0.117
H 2.335 -0.231 -0.890 0.121